(1)
{"formula": "C22H47BaNO11", "method": "ωB97M-V/def2-TZVPD", "elements": ["Ba", "C", "C", "C", "O", "C", "C", "C", "O", "O", "O", "H", "H", "C", "O", "C", "C", "N", "C", "C", "O", "C", "H", "H", "H", "H", "H", "H", "H", "H", "H", "H", "H", "H", "H", "H", "H", "C", "C", "O", "H", "H", "H", "H", "H", "H", "C", "C", "O", "H", "H", "H", "H", "H", "H", "C", "C", "O", "H", "H", "H", "H", "H", "H", "C", "C", "O", "H", "H", "H", "H", "H", "H", "C", "C", "O", "H", "H", "H", "H", "H", "H"], "positions_angstrom": [[-0.448, 0.118, -0.089], [-4.658, 1.326, 1.698], [-4.518, -0.099, 1.526], [-3.412, -0.440, 0.594], [-2.579, -1.267, 0.914], [-3.238, 0.316, -0.636], [-3.642, 1.717, -0.552], [-3.913, 2.156, 0.830], [-3.495, 3.260, 1.175], [-3.474, 2.462, -1.523], [-4.962, -0.958, 2.312], [-5.458, 1.680, 2.272], [-3.062, -0.155, -1.545], [2.873, -4.369, -3.563], [3.226, -3.797, -2.202], [2.250, -2.891, -1.644], [2.782, -1.499, -1.935], [2.226, -0.544, -1.034], [2.564, 0.822, -1.415], [2.722, 1.552, -0.150], [1.804, 1.506, 0.674], [2.275, 1.790, 2.019], [2.945, -3.568, -4.305], [1.861, -4.734, -3.576], [3.592, -5.201, -3.740], [2.300, -3.083, -0.568], [1.212, -2.888, -2.002], [2.620, -1.236, -2.951], [3.866, -1.454, -1.883], [2.793, -0.750, -0.176], [1.734, 1.176, -2.033], [3.440, 1.016, -2.016], [2.799, 2.578, -0.435], [3.719, 1.274, 0.318], [2.839, 0.984, 2.399], [1.451, 1.952, 2.722], [2.863, 2.737, 2.045], [-1.114, 3.068, 3.923], [-1.289, 1.685, 3.519], [-1.412, 1.655, 2.119], [-0.865, 3.200, 4.907], [-1.952, 3.714, 3.719], [-0.279, 3.525, 3.370], [-2.231, 1.296, 4.003], [-0.399, 1.149, 3.822], [-2.138, 2.230, 1.916], [-0.290, 4.470, 0.289], [-0.084, 3.889, -0.946], [-0.796, 2.696, -0.962], [0.354, 5.327, 0.358], [-0.054, 3.869, 1.146], [-1.292, 4.841, 0.374], [0.971, 3.556, -0.949], [-0.284, 4.564, -1.745], [-1.677, 2.955, -1.301], [-0.289, -4.999, -0.013], [-0.948, -3.852, -0.650], [-0.354, -2.693, -0.066], [-0.603, -4.939, 1.014], [0.819, -4.895, -0.012], [-0.584, -5.931, -0.434], [-2.011, -3.888, -0.477], [-0.648, -3.888, -1.731], [-0.629, -2.753, 0.851], [-0.016, 1.686, -4.112], [-0.993, 0.767, -3.527], [-0.331, -0.292, -2.793], [0.966, 1.231, -4.363], [0.174, 2.585, -3.499], [-0.483, 2.047, -5.034], [-1.583, 0.248, -4.329], [-1.745, 1.230, -2.884], [0.212, -0.789, -3.368], [1.186, -3.028, 2.819], [1.063, -1.650, 3.075], [-0.008, -1.163, 2.342], [2.106, -3.459, 3.278], [1.271, -3.202, 1.758], [0.277, -3.621, 3.048], [2.018, -1.116, 2.945], [0.873, -1.472, 4.182], [-0.806, -1.302, 2.894]], "lumo_ev": -0.29, "homo_ev": -6.12, "homo_lumo_gap_ha": 0.2143, "spin_multiplicity": 1}

=====

(2)
{"formula": "C22H47N7O6P2S", "method": "ωB97M-V/def2-TZVPD", "elements": ["N", "C", "C", "O", "S", "O", "O", "C", "C", "O", "C", "C", "C", "C", "C", "C", "H", "H", "H", "H", "H", "H", "H", "H", "H", "H", "H", "O", "P", "N", "C", "C", "N", "C", "C", "N", "C", "C", "H", "H", "H", "H", "H", "H", "H", "H", "H", "H", "H", "H", "H", "H", "H", "H", "H", "H", "O", "P", "N", "C", "C", "N", "C", "C", "N", "C", "C", "H", "H", "H", "H", "H", "H", "H", "H", "H", "H", "H", "H", "H", "H", "H", "H", "H", "H"], "positions_angstrom": [[2.213, -2.726, 2.423], [2.347, -1.479, 2.599], [3.691, -0.806, 2.266], [4.712, -1.365, 3.143], [5.439, -0.120, 3.968], [6.847, -0.288, 3.735], [5.061, -0.576, 5.501], [6.022, -0.132, 6.469], [7.242, -1.056, 6.632], [8.320, -0.533, 6.848], [7.176, -2.555, 6.497], [8.260, -3.167, 5.898], [8.309, -4.544, 5.762], [7.258, -5.304, 6.241], [6.157, -4.697, 6.814], [6.109, -3.324, 6.944], [3.103, -3.108, 2.090], [1.503, -0.890, 2.978], [3.635, 0.282, 2.400], [3.995, -1.075, 1.247], [5.491, -0.125, 7.433], [6.400, 0.875, 6.254], [9.105, -2.579, 5.546], [9.181, -4.984, 5.285], [7.290, -6.390, 6.169], [5.317, -5.284, 7.177], [5.267, -2.813, 7.410], [-1.329, -0.685, -1.480], [-1.868, -2.091, -1.686], [-3.462, -1.796, -1.115], [-4.230, -2.574, -0.168], [-4.260, -0.836, -1.868], [-0.830, -2.838, -0.508], [-1.265, -3.088, 0.852], [0.524, -2.297, -0.469], [-2.291, -3.656, -2.284], [-3.253, -3.719, -3.383], [-1.776, -4.952, -1.877], [-4.234, -3.649, -0.390], [-5.277, -2.267, -0.154], [-3.871, -2.426, 0.852], [-4.736, -1.303, -2.741], [-3.640, -0.014, -2.228], [-5.041, -0.384, -1.255], [-1.540, -2.163, 1.378], [-0.471, -3.579, 1.420], [-2.103, -3.785, 0.881], [0.578, -1.362, 0.100], [0.895, -2.105, -1.478], [1.210, -3.016, -0.014], [-4.274, -3.847, -3.006], [-3.042, -4.543, -4.066], [-3.221, -2.808, -3.981], [-2.335, -5.338, -1.019], [-0.720, -4.926, -1.630], [-1.868, -5.687, -2.682], [-5.118, 3.776, -3.859], [-3.656, 4.175, -3.915], [-3.341, 4.087, -2.228], [-2.680, 5.062, -1.391], [-3.477, 2.775, -1.602], [-3.952, 5.792, -4.488], [-4.019, 6.924, -3.587], [-5.044, 5.897, -5.453], [-1.980, 4.363, -4.291], [-1.093, 3.240, -3.988], [-1.314, 5.484, -4.930], [-1.731, 5.422, -1.809], [-2.439, 4.650, -0.410], [-3.326, 5.921, -1.194], [-2.567, 2.175, -1.732], [-4.309, 2.218, -2.037], [-3.686, 2.852, -0.534], [-4.822, 6.819, -2.844], [-4.194, 7.846, -4.148], [-3.069, 7.084, -3.076], [-6.027, 5.905, -4.969], [-5.021, 5.065, -6.158], [-4.940, 6.814, -6.042], [-0.641, 3.352, -2.996], [-0.287, 3.146, -4.716], [-1.638, 2.296, -4.009], [-1.037, 6.242, -4.192], [-1.919, 5.946, -5.705], [-0.395, 5.168, -5.432]], "lumo_ev": 0.00, "homo_ev": -7.91, "homo_lumo_gap_ha": 0.2907, "spin_multiplicity": 1}

=====

(3)
{"formula": "C22H48BBr2N3O7PS2", "method": "ωB97M-V/def2-TZVPD", "elements": ["C", "C", "O", "C", "O", "C", "C", "C", "C", "S", "N", "C", "N", "B", "O", "C", "C", "N", "P", "S", "C", "C", "Br", "C", "C", "Br", "H", "H", "H", "H", "H", "H", "H", "H", "H", "H", "H", "H", "H", "H", "H", "H", "H", "H", "H", "H", "H", "H", "H", "H", "H", "H", "H", "H", "C", "O", "C", "C", "O", "C", "H", "H", "H", "H", "H", "H", "H", "H", "H", "H", "C", "O", "C", "C", "O", "C", "H", "H", "H", "H", "H", "H", "H", "H", "H", "H"], "positions_angstrom": [[-4.373, -0.422, -0.021], [-3.165, 0.665, -0.243], [-2.758, 0.865, -1.645], [-2.179, 2.237, -1.805], [-2.967, 3.250, -2.255], [-0.610, 2.627, -1.494], [-0.358, 2.984, 0.121], [1.195, 2.603, 0.431], [1.495, 1.802, 1.817], [0.164, 1.497, 3.090], [2.020, 0.452, 1.309], [3.265, -0.054, 2.019], [4.075, -1.145, 1.766], [3.688, -1.996, 0.542], [3.901, -1.331, -0.782], [3.087, -3.529, 0.661], [1.467, -3.542, 0.984], [3.418, 0.955, 3.138], [3.196, 0.377, 4.810], [3.871, 1.589, 6.177], [2.761, 2.303, 2.781], [4.012, 3.103, 2.089], [5.669, 2.638, 3.142], [3.851, 4.735, 2.061], [4.171, 5.256, 0.511], [2.122, 5.430, 2.796], [-4.282, -0.802, 1.104], [-5.384, 0.137, -0.235], [-4.235, -1.319, -0.767], [-3.403, 1.715, 0.258], [-2.205, 0.261, 0.334], [0.039, 1.712, -1.847], [-0.270, 3.554, -2.129], [-1.169, 2.373, 0.698], [-0.494, 4.155, 0.196], [1.808, 3.626, 0.462], [1.695, 1.979, -0.452], [-0.604, 0.403, 2.579], [1.295, -0.227, 1.695], [4.894, -1.377, 2.396], [2.965, -1.239, -1.169], [3.330, -4.061, -0.365], [3.604, -4.152, 1.519], [0.861, -3.957, 0.043], [1.254, -4.268, 1.897], [1.034, -2.482, 1.242], [1.825, 0.033, 5.090], [3.980, -0.857, 4.924], [2.429, 2.699, 3.845], [4.177, 2.633, 1.008], [4.720, 5.176, 2.736], [4.049, 4.382, -0.290], [3.494, 6.186, 0.227], [5.321, 5.536, 0.495], [-3.745, -3.581, 3.216], [-4.193, -3.814, 1.884], [-4.435, -5.199, 1.623], [-5.922, -5.548, 1.757], [-6.386, -5.374, 3.096], [-7.052, -4.127, 3.284], [-3.893, -2.523, 3.446], [-4.287, -4.175, 3.954], [-2.678, -3.808, 3.277], [-3.822, -5.828, 2.280], [-4.123, -5.390, 0.592], [-6.057, -6.606, 1.506], [-6.530, -4.958, 1.057], [-8.077, -4.205, 2.906], [-6.541, -3.302, 2.785], [-7.087, -3.916, 4.354], [2.413, 0.782, -5.106], [1.039, 0.630, -4.762], [0.273, 1.807, -5.033], [-0.465, 1.704, -6.374], [0.444, 1.634, -7.473], [0.657, 0.297, -7.920], [2.857, -0.212, -5.186], [2.556, 1.303, -6.054], [2.920, 1.331, -4.308], [0.912, 2.698, -5.004], [-0.467, 1.899, -4.233], [-1.067, 2.608, -6.512], [-1.148, 0.843, -6.382], [-0.182, -0.009, -8.554], [0.765, -0.407, -7.093], [1.573, 0.277, -8.513]], "total_charge": 1, "lumo_ev": -4.51, "homo_ev": -10.97, "homo_lumo_gap_ha": 0.2373, "spin_multiplicity": 1}

=====

(4)
{"formula": "C22H48BBr6F4N4O7", "method": "ωB97M-V/def2-TZVPD", "elements": ["B", "F", "F", "F", "F", "C", "C", "O", "C", "O", "O", "C", "H", "H", "H", "H", "H", "H", "H", "H", "C", "O", "N", "C", "C", "H", "H", "H", "H", "H", "H", "H", "C", "O", "N", "C", "C", "H", "H", "H", "H", "H", "H", "H", "C", "O", "N", "C", "C", "H", "H", "H", "H", "H", "H", "H", "C", "O", "N", "C", "C", "H", "H", "H", "H", "H", "H", "H", "Br", "C", "C", "Br", "H", "H", "H", "H", "Br", "C", "C", "Br", "H", "H", "H", "H", "Br", "C", "C", "Br", "H", "H", "H", "H"], "positions_angstrom": [[0.320, 0.224, -1.512], [-0.017, 0.690, -0.206], [-0.906, -0.304, -2.043], [0.707, 1.293, -2.357], [1.343, -0.736, -1.424], [-0.953, -0.781, 3.571], [-1.287, -2.227, 3.416], [-0.047, -2.935, 3.188], [-0.148, -4.247, 3.227], [-1.146, -4.890, 3.431], [1.086, -4.743, 3.046], [1.213, -6.152, 3.072], [-0.544, -0.382, 2.630], [-0.268, -0.521, 4.374], [-1.872, -0.201, 3.663], [-1.936, -2.392, 2.559], [-1.736, -2.602, 4.335], [2.227, -6.414, 2.769], [0.562, -6.676, 2.374], [1.092, -6.521, 4.091], [4.062, 0.452, -3.057], [4.739, -0.224, -3.803], [4.541, 1.468, -2.320], [3.733, 2.142, -1.332], [5.937, 1.868, -2.410], [2.981, 0.307, -2.932], [3.229, 3.035, -1.715], [4.387, 2.394, -0.504], [2.949, 1.478, -0.976], [6.348, 1.580, -3.373], [6.020, 2.940, -2.241], [6.535, 1.366, -1.637], [-2.787, 2.139, 0.757], [-3.216, 2.035, 1.892], [-2.697, 3.294, 0.069], [-2.198, 3.276, -1.293], [-3.282, 4.503, 0.585], [-2.504, 1.281, 0.131], [-1.130, 3.505, -1.366], [-2.769, 3.961, -1.921], [-2.310, 2.287, -1.747], [-3.332, 4.423, 1.670], [-2.617, 5.348, 0.389], [-4.276, 4.675, 0.174], [1.859, 3.461, 3.748], [2.252, 4.293, 4.543], [0.951, 3.691, 2.784], [0.554, 2.663, 1.833], [0.422, 5.013, 2.569], [2.155, 2.402, 3.755], [0.957, 1.680, 2.066], [0.785, 2.928, 0.801], [-0.532, 2.598, 1.937], [-0.519, 4.918, 2.028], [0.325, 5.547, 3.508], [1.088, 5.597, 1.916], [-5.400, -0.510, 0.066], [-6.574, -0.408, 0.359], [-4.897, -1.364, -0.855], [-3.466, -1.595, -0.953], [-5.775, -2.348, -1.437], [-4.634, 0.105, 0.566], [-2.935, -0.745, -0.535], [-3.150, -1.770, -1.977], [-3.166, -2.474, -0.357], [-5.767, -3.262, -0.831], [-6.787, -1.957, -1.438], [-5.453, -2.581, -2.450], [2.535, -4.632, -0.618], [0.755, -3.863, -0.476], [0.232, -3.461, -1.834], [-0.201, -5.057, -2.862], [0.812, -2.981, 0.162], [0.134, -4.605, 0.019], [1.017, -2.909, -2.336], [-0.672, -2.869, -1.764], [5.101, -2.435, 1.907], [3.213, -2.041, 2.295], [2.764, -0.869, 1.466], [3.742, 0.765, 1.941], [3.148, -1.940, 3.372], [2.688, -2.948, 2.002], [1.700, -0.656, 1.541], [3.019, -1.053, 0.427], [-0.418, -1.114, -6.333], [0.095, 0.192, -5.024], [-0.380, 1.571, -5.374], [-2.348, 1.688, -5.414], [1.177, 0.289, -4.906], [-0.260, -0.095, -4.044], [-0.098, 1.812, -6.394], [-0.080, 2.310, -4.645]], "total_charge": -1, "lumo_ev": 2.17, "homo_ev": -7.05, "homo_lumo_gap_ha": 0.3389, "spin_multiplicity": 1}

=====

Energy (hartree)
-1774.2013; -2781.8926; -7868.0161; -17481.5775